Computed, not measured: a structure of composition C12H16FeNO3 in a non-equilibrium geometry, with ωB97M-V with the def2-TZVPD basis set.

Atoms and positions in Å:
C  -2.501  -0.893  -1.690
N  -1.725  0.346  -1.482
C  -1.846  1.220  -2.654
C  -2.133  1.047  -0.258
H  -2.508  -1.497  -0.771
H  -3.544  -0.650  -1.972
H  -2.030  -1.474  -2.498
H  -1.314  2.164  -2.465
H  -1.397  0.706  -3.517
H  -2.911  1.438  -2.880
H  -1.528  1.959  -0.144
H  -3.207  1.315  -0.303
H  -1.964  0.402  0.618
O  -1.172  -0.455  2.939
C  -0.009  -0.463  2.804
Fe  1.709  -0.379  2.506
C  2.019  1.272  3.104
O  1.890  2.345  3.537
C  2.262  -1.172  3.949
O  2.506  -1.287  5.083
C  0.773  -0.040  -1.422
C  0.418  -1.210  -0.525
C  1.333  -1.484  0.659
C  2.590  -0.778  0.746
C  2.535  0.556  0.217
C  1.760  0.816  -0.966
H  0.322  0.007  -2.411
H  -0.588  -0.966  -0.120
H  0.290  -2.124  -1.148
H  1.205  -2.516  1.010
H  3.531  -1.272  0.999
H  3.218  1.341  0.585
H  2.017  1.725  -1.528

Its frontier orbital gap (alpha / beta) is 7.743 / 3.978 eV. For the energy relative to the best compared isomer or geometry (same formula, charge and spin), the calculation gives 1.5698 eV. The value obtained for the largest force on an atom is 6.6 eV/A. The spin multiplicity is 5. As for the net charge: +1. Its expectation value of S² is 6.0573.